2 unconnected molecules or ions with the total composition C34H30O4S2 in a non-equilibrium geometry, computed with ωB97M-V/def2-TZVPD.

Each line ends with the Mulliken charge.
Positions of all 70 atoms, in Å:
C1 5.8172 -0.9431 3.5048  -1.36
C2 4.4080 -1.3003 3.1129  1.05
C3 4.1501 -1.8517 1.8390  -0.70
C4 2.8476 -2.0447 1.4033  -0.44
C5 1.7174 -1.7243 2.2220  0.38
C6 0.4107 -1.7485 1.6325  0.03
C7 -0.8099 -1.9287 2.3531  0.70
C8 -1.8393 -2.7901 1.8426  -0.21
C9 -3.0675 -2.9317 2.4744  -0.75
C10 -3.3286 -2.2629 3.6861  1.07
C11 -4.6915 -2.3482 4.3159  -1.41
C12 -2.2954 -1.5122 4.2762  -1.07
C13 -1.0973 -1.2816 3.6019  -0.54
C14 2.0299 -1.4694 3.6098  -0.40
C15 3.3298 -1.1514 4.0057  -1.01
H1 5.8321 -0.4019 4.4570  0.37
H2 6.4643 -1.8270 3.5968  0.32
H3 6.2521 -0.3020 2.7282  0.36
H4 4.9972 -2.1389 1.2160  0.39
H5 2.6616 -2.5084 0.4302  0.45
H6 0.3643 -1.7362 0.5294  -0.06
H7 -1.6235 -3.3837 0.9475  0.29
H8 -3.8450 -3.5810 2.0618  0.39
H9 -4.7101 -1.8339 5.2836  0.36
H10 -5.4192 -1.8602 3.6539  0.32
H11 -5.0299 -3.3842 4.4597  0.35
H12 -2.4443 -1.1044 5.2807  0.29
H13 -0.3564 -0.6026 4.0208  0.68
H14 1.2519 -1.5735 4.3664  0.65
H15 3.5321 -0.8417 5.0371  0.34
C16 -0.8755 4.3577 1.2508  -0.45
C17 0.4110 3.8429 1.0526  -0.64
C18 0.5839 2.5967 0.4672  -0.61
C19 -0.5330 1.8803 -0.0458  0.58
C20 -0.2937 0.7603 -0.9364  0.32
S1 -1.7598 0.1540 -1.7932  1.39
C21 -1.5080 -1.3231 -2.7785  -0.02
C22 -1.9375 -1.2647 -4.1005  -0.54
C23 -1.6228 -2.3200 -4.9576  -0.72
C24 -0.9309 -3.4299 -4.4703  -0.46
C25 -0.5852 -3.5124 -3.1188  -0.81
C26 -0.8934 -2.4538 -2.2564  0.43
O1 -2.7836 -0.2449 -0.8256  -0.73
O2 -2.0285 1.2165 -2.7502  -0.67
S2 1.0430 1.0158 -2.1563  1.00
C27 0.8258 2.4907 -3.1907  0.07
C28 0.0749 2.4660 -4.3702  0.06
C29 -0.0180 3.6094 -5.1798  -0.72
C30 0.6401 4.7834 -4.8086  -0.36
C31 1.4752 4.7837 -3.6881  -0.66
C32 1.5654 3.6392 -2.8864  -0.17
O3 2.2823 1.2246 -1.4357  -0.73
O4 0.9332 -0.1180 -3.0551  -0.64
C33 -1.8379 2.3854 0.2403  -0.67
C34 -1.9962 3.6358 0.8298  -0.73
H16 -1.0032 5.3317 1.7181  0.37
H17 1.2911 4.4159 1.3249  0.39
H18 1.5681 2.1662 0.3290  0.54
H19 -2.4530 -0.3691 -4.4601  0.46
H20 -1.9230 -2.2532 -6.0004  0.38
H21 -0.6572 -4.2337 -5.1517  0.36
H22 -0.0695 -4.3853 -2.7209  0.40
H23 -0.6241 -2.4716 -1.1965  0.11
H24 -0.4246 1.5455 -4.6818  0.30
H25 -0.5871 3.5761 -6.1179  0.36
H26 0.5319 5.6918 -5.4028  0.36
H27 2.0857 5.6585 -3.4397  0.35
H28 2.2411 3.6189 -2.0274  0.38
H29 -2.7201 1.8422 -0.0931  0.50
H30 -2.9954 4.0589 0.9346  0.40

Values from the calculation:
* charge: 0
* F_max: 0.0366 Eh/bohr
* energy: -2410.76197 Eh
* HOMO level: -0.2329 hartree
* energy above the lowest of the compared OMol25 structures with the same formula, charge and spin: 27.4 kcal per mole

---

10 unconnected molecules or ions with the total composition C18H48O10 in a non-equilibrium geometry, computed with ωB97M-V/def2-TZVPD.

Each line ends with the Mulliken charge.
Positions of all 76 atoms, in Å:
C1 -4.4861 6.2249 -3.4280  -1.01
C2 -4.2679 4.7021 -3.1214  0.76
C3 -5.2837 3.7183 -3.7126  -1.03
O1 -3.3427 4.2512 -2.4692  -0.55
H1 -5.5403 6.4102 -3.2222  0.32
H2 -4.2633 6.5412 -4.4470  0.30
H3 -3.9258 6.8154 -2.7031  0.29
H4 -5.1324 3.3762 -4.7364  0.29
H5 -6.2960 4.1224 -3.7165  0.32
H6 -5.3165 2.8047 -3.1190  0.31
C4 4.3787 -8.4593 0.8675  -1.00
C5 3.4193 -7.4063 1.2331  0.79
C6 3.7793 -5.9196 0.8315  -1.05
O2 2.4371 -7.6940 2.0026  -0.57
H7 4.6867 -8.2800 -0.1626  0.32
H8 3.9918 -9.4755 0.7933  0.31
H9 5.2178 -8.3327 1.5517  0.27
H10 4.8485 -5.9810 1.0342  0.27
H11 3.1165 -5.1758 1.2738  0.31
H12 3.8154 -5.5844 -0.2051  0.33
C7 -1.0922 -1.6246 6.1400  -1.08
C8 -2.3605 -2.1270 6.7635  0.71
C9 -2.6439 -3.5831 6.7483  -0.96
O3 -3.1099 -1.3193 7.3271  -0.57
H13 -1.0754 -0.5609 5.9026  0.35
H14 -0.7220 -2.0638 5.2136  0.33
H15 -0.2666 -1.5994 6.8513  0.30
H16 -3.0376 -3.8042 7.7403  0.31
H17 -1.6778 -4.0668 6.8924  0.33
H18 -3.0784 -4.1150 5.9019  0.28
C10 1.8395 -1.3149 -7.1740  -0.96
C11 0.4958 -0.6535 -7.5554  0.75
C12 -0.0212 0.2993 -6.5056  -0.95
O4 -0.0597 -0.7432 -8.6169  -0.53
H19 1.8318 -2.4031 -7.1112  0.27
H20 2.1717 -0.9438 -6.2044  0.28
H21 2.6921 -1.1530 -7.8335  0.31
H22 0.4433 0.0141 -5.5616  0.26
H23 -1.1096 0.3049 -6.4462  0.31
H24 0.1552 1.3690 -6.6181  0.26
C13 6.5531 -1.0363 0.6259  -0.46
O5 7.3989 -1.8360 -0.1555  -0.52
H25 5.9102 -0.4639 -0.0428  0.22
H26 5.8203 -1.6689 1.1268  0.17
H27 7.1606 -0.5850 1.4104  0.27
H28 8.2483 -1.3962 -0.2366  0.31
C14 0.1878 -0.1299 -0.4018  -0.44
O6 0.7764 1.1066 -0.6825  -0.51
H29 0.9236 -0.9056 -0.1896  0.23
H30 -0.5723 -0.0925 0.3786  0.19
H31 -0.2629 -0.3217 -1.3755  0.23
H32 0.1560 1.6938 -1.1207  0.31
C15 -3.6689 -3.9016 0.0050  -0.47
O7 -3.3008 -3.5913 1.2744  -0.47
H33 -2.8141 -4.3969 -0.4556  0.19
H34 -4.5861 -4.4804 0.1136  0.23
H35 -3.8781 -2.9216 -0.4239  0.22
H36 -4.0281 -3.1514 1.7206  0.30
C16 2.2681 3.8145 3.9956  -0.46
O8 2.9464 2.9380 3.1569  -0.48
H37 2.9428 4.2224 4.7483  0.22
H38 1.8725 4.6327 3.3939  0.23
H39 1.3831 3.3491 4.4296  0.20
H40 2.3753 2.5656 2.4810  0.29
C17 0.7286 7.5369 -2.0048  -0.46
O9 1.8408 8.3008 -1.7782  -0.51
H41 -0.0957 8.0988 -1.5657  0.19
H42 0.4897 7.3338 -3.0487  0.24
H43 0.8572 6.5956 -1.4704  0.23
H44 2.5483 7.9508 -2.3247  0.30
C18 -3.3136 2.5921 2.9712  -0.51
O10 -3.9488 1.3425 3.0041  -0.49
H45 -3.3484 3.0508 3.9594  0.27
H46 -2.2626 2.4325 2.7306  0.16
H47 -3.6233 3.3148 2.2163  0.28
H48 -4.8949 1.4373 3.1363  0.29

Values from the calculation:
* charge: 0
* F_max: 0.1033 Eh/bohr
* energy: -1466.77506 Eh
* structure (SMILES): CC(C)=O.CC(C)=O.CC(C)=O.CC(C)=O.CO.CO.CO.CO.CO.CO
* HOMO level: -0.3526 hartree
* energy above the lowest of the compared OMol25 structures with the same formula, charge and spin: 86.0 kcal per mole

---

4 unconnected molecules or ions with the total composition C7H15NO3 in a non-equilibrium geometry, computed with ωB97M-V/def2-TZVPD.

Each line ends with the Mulliken charge.
Positions of all 26 atoms, in Å:
C1 -2.9482 0.7658 0.0726  -0.92
C2 -1.6990 0.6320 -0.3552  -0.09
C3 -1.0575 -0.6404 -0.7036  1.18
C4 -1.5964 -1.9618 -0.5133  -0.74
C5 -0.6565 -2.8518 -0.9206  -0.65
N1 0.4449 -2.1359 -1.3472  0.02
C6 0.2182 -0.7985 -1.1846  0.00
C7 1.2217 0.2512 -1.5164  -1.30
H1 -3.5117 -0.1142 0.3404  0.19
H2 -3.5241 1.6799 0.0794  0.28
H3 -1.1051 1.4873 -0.6388  0.20
H4 -2.5964 -2.1901 -0.1835  0.34
H5 -0.6567 -3.9146 -1.0867  0.41
H6 1.3042 -2.5688 -1.6430  0.20
H7 1.6403 0.6791 -0.6039  0.23
H8 0.7841 1.0614 -2.1022  0.35
H9 2.0674 -0.0762 -2.1120  0.35
O1 3.6529 -0.9250 1.6091  -0.63
H10 4.4214 -0.6117 1.1248  0.32
H11 3.3538 -1.7734 1.2657  0.31
O2 1.8596 1.5628 1.7512  -0.64
H12 1.0897 1.8196 2.2722  0.30
H13 1.8785 0.6164 1.5682  0.30
O3 -1.7117 3.4200 1.2859  -0.62
H14 -0.7679 3.2564 1.3837  0.29
H15 -2.1056 3.3305 2.1577  0.31

Values from the calculation:
* charge: 0
* F_max: 0.0232 Eh/bohr
* energy: -556.16585 Eh
* structure (SMILES): C=Cc1cc[nH]c1C.O.O.O
* HOMO level: -0.2820 hartree
* energy above the lowest of the compared OMol25 structures with the same formula, charge and spin: 18.7 kcal per mole

---

6 unconnected molecules or ions with the total composition C31H66BrClN8O10P2 in a non-equilibrium geometry, computed with ωB97M-V/def2-TZVPD.

Each line ends with the Mulliken charge.
Positions of all 119 atoms, in Å:
C1 7.8346 0.4185 1.4564  -0.81
C2 7.7563 1.8255 0.7818  -0.51
C3 6.2920 2.2669 0.4540  -0.28
C4 6.0093 2.0923 -1.0600  -1.07
C5 5.8876 0.5680 -1.4462  -0.25
C6 4.4612 0.1783 -1.9249  -0.55
C7 4.1755 -1.3340 -1.5859  -1.77
C8 2.6939 -1.5554 -1.1485  -0.67
C9 2.4804 -1.6581 0.3717  -1.27
Br1 3.7687 -0.5559 1.3913  0.18
C10 2.6567 -3.1258 1.0417  1.40
Cl1 4.2255 -3.0785 1.9695  -0.15
P1 3.0054 -4.5982 -0.0710  0.25
N1 4.4688 -4.4482 -0.6657  -0.76
C11 1.6359 -3.1968 2.2049  -0.33
O1 1.5433 -4.0111 3.0358  -0.57
N2 0.8390 -2.0120 2.0795  -0.04
C12 0.9548 -1.4038 0.7426  0.79
C13 0.7384 0.1269 0.5377  -0.71
C14 0.1848 0.9047 1.7480  -0.06
O2 0.4265 0.6830 2.8804  -0.45
N3 -0.6794 2.0441 1.4378  -0.07
C15 -2.0154 1.5926 1.0657  -0.56
C16 -0.0772 2.8332 0.3349  -0.87
P2 -0.3264 -2.3085 -0.2503  1.10
O3 -0.4015 -1.8991 -1.6450  -0.74
O4 -1.7427 -2.0531 0.5382  -0.39
O5 -0.0715 -3.8952 -0.1840  -0.44
H1 8.1934 -0.3418 0.7475  0.27
H2 8.5314 0.4236 2.3080  0.34
H3 6.8560 0.1041 1.8500  0.09
H4 8.3818 1.8155 -0.1207  0.31
H5 8.1496 2.5481 1.5124  0.36
H6 6.1082 3.3148 0.7334  0.38
H7 5.6124 1.6516 1.0636  -0.04
H8 6.9016 2.4571 -1.5923  0.41
H9 5.1097 2.6237 -1.3994  0.46
H10 6.6185 0.3160 -2.2260  0.39
H11 6.0677 -0.0041 -0.5263  0.06
H12 4.3730 0.2787 -3.0161  0.42
H13 3.6909 0.7935 -1.4321  0.15
H14 4.2894 -1.8742 -2.5408  0.49
H15 4.9099 -1.7608 -0.8969  0.68
H16 2.3375 -2.4673 -1.6534  0.57
H17 2.1163 -0.7338 -1.5957  0.49
H18 2.0757 -4.6774 -1.1291  0.12
H19 2.9979 -5.7609 0.7337  0.10
H20 4.3976 -4.4227 -1.6829  0.25
H21 -0.0740 -2.3774 2.3524  0.44
H22 -0.0042 0.2412 -0.2722  0.33
H23 1.6289 0.6568 0.1813  0.27
H24 -2.5994 2.4984 0.8314  0.11
H25 -2.5451 1.1163 1.9048  0.31
H26 -2.0568 0.9609 0.1528  0.24
H27 -0.3739 3.8814 0.3647  0.21
H28 -0.3452 2.3468 -0.6217  0.39
H29 1.0243 2.8014 0.3745  0.34
H30 -1.6101 -1.4092 1.2555  0.38
H31 -0.5807 -4.3428 0.5171  0.17
C17 -2.2502 -1.8530 -3.8990  -0.97
C18 -2.0146 -1.7123 -5.3819  0.57
O6 -1.1214 -2.3101 -5.9602  -0.66
N4 -2.8416 -0.8814 -6.0805  -0.13
C19 -3.9485 -0.0913 -5.5809  -0.79
H32 -1.5225 -2.5383 -3.4847  0.18
H33 -2.1349 -0.8884 -3.4044  0.33
H34 -3.2497 -2.2532 -3.7135  0.44
H35 -2.6257 -0.8364 -7.0642  0.23
H36 -4.8622 -0.3928 -6.0978  0.27
H37 -3.7569 0.9628 -5.7936  0.26
H38 -4.0833 -0.2214 -4.5120  0.32
C20 -3.2129 5.5758 -0.3168  -1.31
C21 -2.6855 4.9876 -1.5986  0.85
O7 -1.6036 4.4146 -1.6585  -0.65
N5 -3.4536 5.1114 -2.7105  -0.13
C22 -4.7487 5.7520 -2.8386  -0.87
H39 -2.4934 5.4011 0.4803  0.20
H40 -3.3521 6.6513 -0.4304  0.46
H41 -4.1565 5.1002 -0.0415  0.40
H42 -3.0404 4.6954 -3.5309  0.23
H43 -5.4736 5.0167 -3.1939  0.30
H44 -4.6745 6.5559 -3.5725  0.28
H45 -5.0883 6.1627 -1.8938  0.32
C23 -2.1688 10.3460 -2.7869  -1.40
C24 -1.9290 9.2472 -1.7823  0.81
O8 -2.8489 8.6124 -1.2832  -0.64
N6 -0.6461 8.9731 -1.4382  -0.13
C25 0.5684 9.6077 -1.9149  -0.87
H46 -3.2376 10.4438 -2.9564  0.30
H47 -1.7891 11.2958 -2.4078  0.39
H48 -1.6872 10.1041 -3.7354  0.37
H49 -0.5632 8.2274 -0.7637  0.20
H50 1.2015 8.8521 -2.3827  0.29
H51 1.1015 10.0350 -1.0641  0.30
H52 0.3565 10.3919 -2.6343  0.33
C26 -3.8437 -4.5586 1.3948  -0.95
C27 -3.1292 -5.7762 0.8643  0.77
O9 -2.3139 -5.7125 -0.0536  -0.70
N7 -3.4135 -6.9681 1.4385  -0.14
C28 -4.3361 -7.2366 2.5291  -0.87
H53 -3.5154 -3.6846 0.8404  0.03
H54 -4.9210 -4.6671 1.2662  0.48
H55 -3.6097 -4.4101 2.4512  0.27
H56 -2.9035 -7.7400 1.0359  0.24
H57 -3.7798 -7.6876 3.3507  0.28
H58 -5.0933 -7.9439 2.1851  0.32
H59 -4.8196 -6.3345 2.8802  0.33
C29 -3.7457 -5.7143 7.4216  -1.49
C30 -3.5823 -5.8348 5.9277  0.95
O10 -4.5369 -5.7840 5.1638  -0.61
N8 -2.3243 -6.0039 5.4398  -0.05
C31 -1.0751 -6.0874 6.1765  -0.97
H60 -4.7993 -5.5845 7.6530  0.31
H61 -3.3902 -6.6193 7.9164  0.37
H62 -3.1987 -4.8470 7.7939  0.37
H63 -2.2909 -6.0765 4.4343  0.13
H64 -0.4126 -5.2879 5.8415  0.29
H65 -0.6023 -7.0473 5.9629  0.29
H66 -1.2331 -5.9968 7.2461  0.41

Values from the calculation:
* charge: 0
* F_max: 0.0917 Eh/bohr
* energy: -6128.20548 Eh
* HOMO level: -0.3124 hartree

---

A molecular structure, C6H11N4OP3 in a non-equilibrium geometry, computed with ωB97M-V/def2-TZVPD.

Each line ends with the Mulliken charge.
Positions of all 25 atoms, in Å:
C1 1.6000 -1.6765 -0.1795  -0.38
C2 2.2410 0.6814 -0.6125  -0.26
C3 0.6811 -1.6088 -1.1282  -0.67
C4 1.3185 0.7578 -1.5583  -0.92
C5 2.5476 -0.5684 0.1396  -0.64
C6 0.4996 -0.4115 -2.0043  0.56
N1 -0.3016 -0.0764 1.4737  -0.15
N2 -2.3208 -0.6588 0.0184  -0.27
N3 -1.7397 2.0083 1.9058  -0.73
N4 -2.6535 1.0069 2.3108  -0.34
O1 -0.8849 -0.0338 -2.1300  -0.27
P1 -1.6405 -0.9463 1.5738  0.03
P2 -0.7342 1.3704 0.8088  0.51
P3 -1.8994 0.6257 -1.0720  0.05
H1 1.6918 -2.5633 0.4300  0.41
H2 2.8243 1.5543 -0.3459  0.44
H3 -0.0005 -2.4260 -1.3152  0.39
H4 1.1097 1.6805 -2.0873  0.40
H5 2.4937 -0.3596 1.2126  0.30
H6 3.5768 -0.8837 -0.0691  0.47
H7 0.7585 -0.6716 -3.0443  0.22
H8 -3.1455 -1.1918 -0.2220  0.26
H9 -2.8032 1.0800 3.3169  0.25
H10 -3.5522 1.0699 1.8248  0.27
H11 0.3333 2.2412 0.7532  0.08

Values from the calculation:
* charge: 0
* F_max: 0.0293 Eh/bohr
* energy: -1553.51475 Eh
* HOMO level: -0.2960 hartree
* energy above the lowest of the compared OMol25 structures with the same formula, charge and spin: 0.0 kcal per mole